# 1
{
  "formula": "CH10O6",
  "method": "ωB97M-V/def2-TZVPD",
  "mol_weight_g_mol": 118.085,
  "total_energy_ha": -495.5758,
  "total_charge": 0,
  "orbital_gap_ev": 11.55,
  "e_homo_ev": -10.9,
  "e_above_lowest_ev": 0.000,
  "lumo_energy_ha": 0.0245,
  "smiles": "O=CO.O.O.O.O",
  "symbols": ["O", "C", "O", "H", "H", "H", "H", "O", "H", "H", "O", "H", "H", "O", "H", "H", "O"],
  "xyz": [[0.11, -2.97, 0.96], [0.06, -1.92, 1.54], [-0.17, -0.79, 0.92], [0.17, -1.81, 2.63], [-0.05, 0.02, 1.48], [-0.08, 2.07, -1.00], [-0.65, 3.50, -0.83], [-0.11, 2.85, -0.40], [0.92, 0.60, -2.47], [-0.03, -0.35, -1.83], [0.11, 0.59, -1.95], [-0.06, -2.49, -0.86], [-0.18, -2.98, -2.34], [-0.14, -2.18, -1.77], [0.02, 2.22, 2.73], [0.03, 2.06, 1.16], [0.06, 1.59, 2.03]],
  "nbo_charge": [-0.61, 0.66, -0.69, 0.10, 0.53, 0.52, 0.48, -1.00, 0.47, 0.52, -0.98, 0.50, 0.48, -0.99, 0.49, 0.52, -1.00]
}

# 2
{
  "formula": "CH10O6",
  "method": "ωB97M-V/def2-TZVPD",
  "mol_weight_g_mol": 118.085,
  "total_energy_ha": -495.5186,
  "total_charge": 0,
  "orbital_gap_ev": 10.12,
  "e_homo_ev": -10.2,
  "e_above_lowest_ev": 1.557,
  "lumo_energy_ha": -0.0020,
  "smiles": "O=CO.O.O.O.O",
  "symbols": ["O", "C", "O", "H", "H", "H", "H", "O", "H", "H", "O", "H", "H", "O", "H", "H", "O"],
  "xyz": [[1.29, 2.52, 2.43], [0.89, 1.77, 1.60], [0.73, 0.39, 1.90], [0.50, 1.93, 0.57], [0.21, -0.05, 1.19], [0.25, -0.46, -0.62], [1.19, -0.69, -1.54], [1.19, -0.10, -0.85], [-1.83, -1.49, -0.11], [-2.32, 0.03, -0.08], [-1.57, -0.60, -0.27], [-0.98, -3.17, 1.20], [-0.14, -3.65, 0.10], [-1.08, -3.39, 0.23], [0.55, 1.55, -1.89], [0.80, 3.00, -2.23], [0.31, 2.43, -1.64]],
  "nbo_charge": [-0.55, 0.64, -0.73, 0.14, 0.48, 0.48, 0.46, -0.95, 0.51, 0.50, -0.99, 0.48, 0.48, -0.95, 0.48, 0.47, -0.95]
}

# 3
{
  "formula": "CH10O6",
  "method": "ωB97M-V/def2-TZVPD",
  "mol_weight_g_mol": 118.085,
  "total_energy_ha": -495.1896,
  "total_charge": 1,
  "orbital_gap_ev": [10.01, 4.92],
  "e_homo_ev": [-14.7, -14.7],
  "spin_multiplicity": 2,
  "e_above_lowest_ev": 0.000,
  "lumo_energy_ha": [-0.1715, -0.3588],
  "symbols": ["O", "C", "O", "H", "H", "H", "H", "O", "H", "H", "O", "H", "H", "O", "H", "H", "O"],
  "xyz": [[0.16, -2.47, 1.52], [-0.10, -2.50, 0.30], [0.07, -1.53, -0.42], [-0.52, -3.39, -0.15], [-0.59, -1.44, -1.28], [-0.45, 1.83, -0.56], [-1.76, 2.24, -1.23], [-1.35, 1.51, -0.76], [1.08, 1.80, 1.31], [1.34, 3.22, 0.78], [1.00, 2.35, 0.52], [1.03, -0.56, 2.27], [2.34, 0.16, 2.56], [1.38, 0.26, 2.64], [-1.31, 0.16, -1.99], [-1.11, -0.86, -3.24], [-1.21, -0.77, -2.28]],
  "lowdin_spin": [0.82, 0.09, 0.03, 0.04, 0.00, 0.00, 0.00, 0.00, 0.00, 0.00, 0.00, 0.00, 0.00, 0.01, 0.00, 0.00, 0.01]
}

# 4
{
  "formula": "CH11NO3",
  "method": "ωB97M-V/def2-TZVPD",
  "mol_weight_g_mol": 85.103,
  "total_energy_ha": -325.1111,
  "total_charge": -1,
  "orbital_gap_ev": [2.28, 10.07],
  "e_homo_ev": [1.1, -6.8],
  "spin_multiplicity": 2,
  "e_above_lowest_ev": 0.295,
  "lumo_energy_ha": [0.1238, 0.1212],
  "symbols": ["C", "N", "H", "H", "H", "H", "H", "H", "H", "O", "H", "H", "O", "H", "H", "O"],
  "xyz": [[-1.34, -0.33, -2.05], [-1.20, 0.89, -1.21], [-2.29, -0.82, -1.86], [-1.36, -0.01, -3.09], [-0.54, -1.01, -1.80], [-0.62, 0.70, -0.39], [-2.10, 1.12, -0.86], [0.71, -1.73, 4.84], [0.44, -2.68, 3.70], [1.10, -2.02, 4.00], [1.75, -0.07, 0.55], [1.48, -0.89, 1.75], [1.21, -0.05, 1.33], [0.27, 1.90, -1.53], [1.25, 2.95, -1.87], [1.24, 2.06, -1.49]],
  "lowdin_spin": [0.08, 0.02, 0.01, 0.00, 0.02, 0.01, 0.01, 0.11, 0.13, 0.34, 0.02, 0.05, 0.17, 0.00, 0.00, 0.02]
}

# 5
{
  "formula": "CH11NO3",
  "method": "ωB97M-V/def2-TZVPD",
  "mol_weight_g_mol": 85.103,
  "total_energy_ha": -324.8383,
  "total_charge": 0,
  "orbital_gap_ev": 3.97,
  "e_homo_ev": -9.2,
  "e_above_lowest_ev": 9.298,
  "lumo_energy_ha": -0.1933,
  "symbols": ["C", "N", "H", "H", "H", "H", "H", "H", "H", "O", "H", "H", "O", "H", "H", "O"],
  "xyz": [[-2.28, -0.83, 0.64], [-0.87, -1.31, 0.45], [-2.20, 0.14, 0.92], [-2.91, -1.48, 1.32], [-2.78, -0.92, -0.37], [1.29, -2.18, -0.76], [-0.99, -2.31, 0.44], [1.63, 0.98, 0.58], [2.33, 2.23, -1.00], [1.80, 1.44, -0.94], [0.20, 0.94, -0.92], [-0.74, -0.27, -0.97], [-0.60, 0.60, -1.37], [1.79, -1.93, -0.29], [1.03, -0.41, 1.03], [1.45, 0.38, 1.43]],
  "nbo_charge": [-0.49, -0.27, 0.24, 0.23, 0.28, -0.02, 0.33, 0.49, 0.45, -0.89, 0.51, 0.43, -0.88, 0.02, 0.47, -0.89]
}

# 6
{
  "formula": "CH11NO5",
  "method": "ωB97M-V/def2-TZVPD",
  "mol_weight_g_mol": 117.101,
  "total_energy_ha": -475.5984,
  "total_charge": 0,
  "orbital_gap_ev": 10.98,
  "e_homo_ev": -10.6,
  "e_above_lowest_ev": 2.440,
  "lumo_energy_ha": 0.0153,
  "smiles": "NC=O.O.O.O.O",
  "symbols": ["C", "N", "O", "H", "H", "H", "H", "H", "O", "H", "H", "O", "H", "H", "O", "H", "H", "O"],
  "xyz": [[1.72, 0.36, 1.71], [0.60, 0.89, 2.51], [2.56, 1.05, 1.25], [1.90, -0.71, 1.48], [0.14, 0.45, 3.27], [0.65, 1.80, 2.66], [-2.30, 0.11, 0.50], [-1.83, -1.08, -0.39], [-2.40, -0.80, 0.36], [-1.18, -2.69, -2.18], [-1.53, -1.18, -2.80], [-1.28, -1.81, -1.92], [0.79, -1.02, -1.76], [2.31, -1.15, -2.02], [1.51, -0.95, -2.40], [-0.21, 2.54, -0.63], [-0.45, 1.94, 0.50], [-1.00, 2.25, -0.13]],
  "nbo_charge": [0.52, -0.87, -0.56, 0.14, 0.40, 0.37, 0.47, 0.49, -0.98, 0.49, 0.51, -0.97, 0.49, 0.46, -0.95, 0.46, 0.45, -0.92]
}

# 7
{
  "formula": "CH11O4S",
  "method": "ωB97M-V/def2-TZVPD",
  "mol_weight_g_mol": 119.162,
  "total_energy_ha": -743.9046,
  "total_charge": -1,
  "orbital_gap_ev": 7.04,
  "e_homo_ev": -3.4,
  "e_above_lowest_ev": 0.246,
  "lumo_energy_ha": 0.1333,
  "symbols": ["C", "S", "H", "H", "H", "H", "H", "O", "H", "H", "O", "H", "H", "O", "H", "H", "O"],
  "xyz": [[0.51, 1.85, -0.59], [0.56, 0.54, -1.83], [0.21, 2.78, -1.07], [-0.19, 1.55, 0.20], [1.45, 1.98, -0.06], [1.53, -2.42, -0.52], [1.45, -0.90, -0.66], [1.59, -1.63, 0.03], [-1.71, -1.23, -1.64], [-2.65, -0.09, -1.55], [-2.64, -1.05, -1.52], [-0.13, 0.31, 2.98], [0.30, 1.70, 2.38], [0.04, 1.23, 3.18], [0.45, -1.48, 1.37], [-1.01, -1.67, 1.40], [-0.32, -1.28, 1.96]],
  "nbo_charge": [-0.74, -0.67, 0.19, 0.18, 0.18, 0.46, 0.48, -1.03, 0.49, 0.47, -0.97, 0.50, 0.47, -0.99, 0.51, 0.47, -1.01]
}

# 8
{
  "formula": "CH11O4S",
  "method": "ωB97M-V/def2-TZVPD",
  "mol_weight_g_mol": 119.162,
  "total_energy_ha": -743.7721,
  "total_charge": 0,
  "orbital_gap_ev": [10.53, 7.03],
  "e_homo_ev": [-10.2, -9.8],
  "spin_multiplicity": 2,
  "e_above_lowest_ev": 0.315,
  "lumo_energy_ha": [0.0112, -0.1030],
  "symbols": ["C", "S", "H", "H", "H", "H", "H", "O", "H", "H", "O", "H", "H", "O", "H", "H", "O"],
  "xyz": [[0.49, 4.02, 0.51], [0.96, 2.60, -0.46], [-0.58, 4.16, 0.59], [0.83, 3.96, 1.54], [0.95, 4.89, 0.05], [-1.28, 2.02, -0.31], [-2.12, 1.78, 0.97], [-2.06, 1.55, 0.04], [1.31, -0.23, 0.72], [-0.17, -0.09, 1.22], [0.50, -0.70, 0.90], [0.69, -7.05, -2.05], [1.13, -5.60, -1.85], [1.43, -6.51, -1.76], [-1.32, -1.89, 0.55], [-2.17, -2.07, 1.82], [-1.82, -2.54, 1.06]],
  "lowdin_spin": [0.10, 0.82, 0.00, 0.02, 0.02, 0.00, 0.00, 0.01, 0.01, 0.00, 0.01, 0.00, 0.00, 0.00, 0.00, 0.00, 0.00]
}

# 9
{
  "formula": "CH12BaO9",
  "method": "ωB97M-V/def2-TZVPD",
  "mol_weight_g_mol": 305.426,
  "total_energy_ha": -748.0264,
  "total_charge": 0,
  "orbital_gap_ev": 4.07,
  "e_homo_ev": -5.3,
  "e_above_lowest_ev": 0.000,
  "lumo_energy_ha": -0.0444,
  "symbols": ["Ba", "C", "O", "O", "O", "O", "H", "H", "O", "H", "H", "O", "H", "H", "O", "H", "H", "O", "H", "H", "O", "H", "H"],
  "xyz": [[-0.03, -0.17, 0.01], [-3.01, 0.80, 0.74], [-4.20, 1.16, 0.92], [-2.49, 0.73, -0.48], [-2.21, 0.48, 1.75], [2.78, -0.02, -0.02], [3.07, 0.14, 0.89], [3.24, 0.64, -0.54], [0.52, 0.77, -2.48], [1.08, 1.54, -2.61], [0.45, 0.37, -3.36], [0.31, 0.08, 2.78], [-0.33, 0.68, 3.18], [0.91, -0.21, 3.47], [0.51, 2.44, 0.45], [-0.25, 2.99, 0.71], [1.00, 2.99, -0.17], [-1.68, -2.62, -0.13], [-1.49, -3.54, 0.06], [-2.57, -2.45, 0.21], [1.17, -2.05, -1.64], [1.53, -2.89, -1.33], [1.69, -1.83, -2.42]],
  "mulliken_charge": [1.61, 0.59, -0.74, -0.88, -0.77, -0.53, 0.31, 0.28, -0.47, 0.26, 0.24, -0.53, 0.29, 0.23, -0.51, 0.30, 0.24, -0.54, 0.27, 0.31, -0.48, 0.26, 0.24]
}

# 10
{
  "formula": "CH12BaO9",
  "method": "ωB97M-V/def2-TZVPD",
  "mol_weight_g_mol": 305.426,
  "total_energy_ha": -747.2789,
  "total_charge": 0,
  "orbital_gap_ev": 5.45,
  "e_homo_ev": -6.2,
  "e_above_lowest_ev": 20.341,
  "lumo_energy_ha": -0.0262,
  "symbols": ["Ba", "C", "O", "O", "O", "O", "H", "H", "O", "H", "H", "O", "H", "H", "O", "H", "H", "O", "H", "H", "O", "H", "H"],
  "xyz": [[-2.50, -14.21, 8.20], [-1.52, -15.58, 6.33], [-1.95, -16.18, 7.27], [-1.42, -14.37, 6.43], [-1.26, -16.13, 5.29], [-2.27, -13.74, 10.08], [-2.86, -13.15, 10.54], [-1.52, -13.83, 10.67], [-2.76, -16.01, 8.98], [-3.02, -16.70, 9.58], [-2.35, -16.47, 8.24], [-1.94, -12.37, 7.39], [-1.48, -11.53, 7.43], [-1.57, -12.80, 6.62], [-0.50, -14.05, 8.42], [0.07, -13.54, 8.99], [0.10, -14.43, 7.77], [-4.06, -12.74, 8.62], [-3.92, -11.87, 8.25], [-4.99, -12.91, 8.52], [-4.40, -14.94, 8.03], [-4.75, -15.65, 8.56], [-5.17, -14.49, 7.68]],
  "mulliken_charge": [2.84, 0.54, -0.76, -0.95, -0.75, -0.52, 0.26, 0.19, -0.89, 0.17, 0.44, -0.76, 0.21, 0.40, -0.54, 0.24, 0.20, -0.58, 0.26, 0.21, -0.65, 0.24, 0.21]
}